Here is the ion C17H27ClN3O5 with charge +1 in a non-equilibrium geometry from OMol25. Energies are from the ωB97M-V functional and the def2-TZVPD basis.

Output
- Charge: +1
- SMILES: CCCCn1c(CCCCCN)c(O)c(C(=O)OCC(=O)Cl)c(O)c1=[NH2+]
- E_HOMO: -11.79 eV
- Gap between HOMO and LUMO: 7.198 eV
- Energy: -1664.15755 a.u.
- Spin multiplicity: 1

XYZ file:
```
53
Properties=species:S:1:pos:R:3:lowdin_charge:R:1
Cl -4.05321 -0.36039 0.70598 0.63
O -1.60007 0.01233 -2.82564 0.01
O -3.66936 1.95747 1.90906 -0.01
O -4.34454 1.99898 -1.66106 -0.05
O -1.83417 4.20490 0.08792 0.00
O -3.12092 3.37540 -3.12909 0.15
N -1.96172 -3.26664 1.57798 -0.04
N 0.58779 3.34378 1.57745 0.09
N 0.75423 1.20379 0.13910 0.03
C -4.60584 2.45408 -0.30540 -0.12
C 0.53413 -2.22149 -0.32038 -0.18
C 0.87902 -1.02809 -1.37511 -0.11
C 4.51232 1.00655 1.17923 -0.25
C 1.93922 0.76500 0.93487 -0.14
C -0.91938 -4.31801 1.32387 -0.29
C -4.10017 1.45907 0.84037 -0.66
C 0.21856 0.37893 -0.94461 0.02
C -3.12969 2.59059 -2.16369 -0.31
C -0.83046 -4.55110 -0.25935 -0.20
C -0.61144 -3.15039 -1.01284 -0.21
C 3.31995 0.67644 0.11237 -0.17
C -1.05206 0.79347 -1.76573 -0.09
C -1.78447 2.10993 -1.40375 0.10
C -1.18401 2.97344 -0.26937 -0.09
C 0.09288 2.45643 0.48014 -0.07
C 5.91755 0.33787 0.76726 -0.12
H -2.73280 -3.41666 0.89731 0.06
H 4.60353 2.13589 1.30576 0.11
H 1.70235 -0.30819 1.29769 0.14
H 0.06612 -3.94061 1.76662 0.11
H -1.58720 -2.54797 -1.15842 0.11
H 4.17779 0.52188 2.17650 0.11
H -0.04181 -5.34068 -0.55678 0.12
H 0.41952 -1.36985 -2.37956 0.12
H -0.17913 3.31966 2.28721 0.12
H -1.83462 -4.97465 -0.65143 0.12
H -2.31583 -3.42734 2.53523 0.07
H 3.37312 1.35279 -0.80605 0.13
H 6.66235 1.20435 0.59143 0.08
H 2.00222 -0.96099 -1.55496 0.11
H 6.33015 -0.23676 1.68234 0.08
H 3.47221 -0.44105 -0.14544 0.10
H 0.22179 -1.83112 0.70677 0.10
H 5.86380 -0.38324 -0.11503 0.08
H -1.16296 -5.31713 1.83310 0.12
H 2.13594 1.37616 1.87524 0.13
H 0.48110 4.29530 1.16166 0.10
H -0.21566 -3.40801 -2.07129 0.12
H 1.46886 -2.88625 -0.26665 0.13
H -4.22714 3.52797 -0.16557 0.15
H -5.75702 2.51192 -0.20633 0.17
H -1.28646 0.46419 -3.64747 0.15
H -1.59434 4.87802 -0.59147 0.14
```

---

Here is a structure of composition C3H6N2OS2 in a non-equilibrium geometry from OMol25. Energies are from the ωB97M-V functional and the def2-TZVPD basis.

Output
- Charge: 0
- E_HOMO: -8.75 eV
- Gap between HOMO and LUMO: 8.071 eV
- Energy above the lowest of the compared OMol25 structures with the same formula, charge and spin: 4.544 eV
- Energy: -1098.90693 a.u.
- Spin multiplicity: 1

XYZ file:
```
14
Properties=species:S:1:pos:R:3:lowdin_charge:R:1
S 3.10942 -1.55922 -0.29927 0.64
S 0.37301 -1.01824 -0.26479 0.89
O 1.26661 1.83485 -0.70318 -0.17
N -0.86745 0.27115 -0.11473 -0.29
N -2.46603 -1.41183 -0.22222 -0.03
C -2.14758 -0.05891 -0.19491 -0.35
C 1.95647 -0.44185 0.04878 -1.10
C 2.03518 1.08435 0.30242 -0.30
H 2.99932 1.52881 0.36285 0.10
H -1.71111 -2.24562 0.57691 0.24
H -2.85875 0.76813 -0.26701 0.12
H 0.27432 1.58765 -0.31475 0.09
H 1.50400 1.30451 1.17695 0.08
H -3.46743 -1.64378 -0.08706 0.07
```